17
Properties=species:S:1:pos:R:3:forces:R:3 method="wB97M-V/def2-TZVPD" orbital_gap_ev="7.4 / 7.4" e_above_lowest_kj_mol=557.3
C -0.71913 1.51022 0.81710 0.311 0.010 -0.381
C 0.08522 0.25390 1.04141 -0.595 0.090 0.962
C -0.50805 -1.01064 0.93365 2.439 0.058 -0.739
O 0.02479 -2.03907 1.62048 -0.547 0.212 -0.415
N -1.07453 -1.31491 -0.28757 -0.514 -0.894 -0.600
N 0.09710 -1.40493 -1.13443 -2.160 0.137 0.557
C 0.95138 -0.35231 -0.85654 1.013 0.624 -1.203
N 0.98821 0.66894 -1.80093 0.152 -1.309 1.827
H -0.04771 2.29874 0.46985 -0.118 0.093 -0.006
H -1.49642 1.38277 0.06089 -0.009 0.022 -0.007
H -1.20215 1.84961 1.73614 0.047 -0.012 -0.037
H 0.78626 0.33989 1.86863 0.153 -0.030 -0.142
H -0.09985 -2.80967 1.03652 -0.012 -0.013 0.272
H -1.71537 -0.60294 -0.62563 0.031 -0.110 0.109
H 1.97438 -0.65047 -0.57399 -0.260 0.517 0.576
H 1.88332 0.89763 -2.21159 -0.518 0.617 -0.035
H 0.07256 0.98325 -2.09399 0.588 -0.014 -0.739